25
Properties=species:S:1:pos:R:3:nbo_charge:R:1 method="wB97M-V/def2-TZVPD" gap_ha=0.268 smiles=CN(C)c1sc(-c2cccnc2)nc1F homo_ha=-0.2626 largest_force_ev_per_a=5.02 e_above_lowest_kj_mol=47.4
C 0.6057 -2.0375 0.7318 -0.141
C 2.1963 -3.6740 -0.0006 -0.240
H -1.5046 3.1072 -2.6190 0.182
H 0.0530 2.3469 -2.6955 0.213
H -0.7964 3.7655 1.1351 0.218
H 1.6982 -5.6430 0.5442 0.194
C 0.1254 -0.7194 0.6564 0.066
S 0.6252 0.2544 -0.7315 0.349
H 3.0912 -4.0103 -0.4853 0.217
N -0.7002 -0.1861 1.4167 -0.425
C -0.5111 3.0476 -2.1228 -0.402
C 1.4325 -4.6143 0.6670 0.016
H -0.8829 -2.8310 2.2245 0.214
C -0.0226 -3.0564 1.4812 0.071
N 0.3336 -4.2988 1.3754 -0.411
C -1.3199 3.7440 0.0893 -0.422
C 1.6879 -2.3561 -0.1295 -0.149
F -1.9992 1.5783 1.7213 -0.310
H -2.3836 3.2643 0.2958 0.212
H -0.0852 3.9769 -2.3645 0.202
C -0.4838 1.4885 -0.2653 -0.075
N -0.6979 2.7144 -0.7404 -0.436
H -1.3489 4.7639 -0.3917 0.223
H 2.0370 -1.5838 -0.7331 0.208
C -1.1497 0.9588 0.9404 0.424